(1)
DFT (ωB97M-V/def2-TZVPD) results for 2 unconnected molecules or ions with the total composition C3H10S in a non-equilibrium geometry.

```
14
C3H10S ωB97M-V/def2-TZVPD
C -4.684 4.483 -1.738
H -3.814 4.327 -2.374
H -5.673 4.067 -1.831
H -4.265 4.283 -0.757
H -4.792 5.576 -1.728
C 2.514 -2.091 -0.382
S 1.447 -2.569 0.951
C 2.657 -2.956 2.237
H 3.419 -2.693 -0.340
H 1.996 -2.215 -1.322
H 2.817 -1.063 -0.191
H 2.100 -3.094 3.171
H 3.290 -2.090 2.339
H 2.990 -3.966 1.965
```

Properties
multiplicity = 2
total charge = +1
LUMO (alpha / beta) = -0.1310 / -0.3177 Eh


(2)
DFT (ωB97M-V/def2-TZVPD) results for 3 unconnected molecules or ions with the total composition C17H21F3N4O4PS in a non-equilibrium geometry.

```
51
C17H21F3N4O4PS ωB97M-V/def2-TZVPD
F 0.316 1.085 -4.661
C 0.426 2.429 -4.235
F -0.748 3.092 -4.649
F 1.476 3.089 -4.918
C 0.624 2.556 -2.662
C -0.348 1.566 -1.826
N -0.316 2.073 -0.425
C 1.033 1.975 0.198
P 1.024 3.238 1.657
S 0.141 4.849 0.933
C 2.248 2.417 -0.737
N 2.013 2.239 -2.211
H 0.279 3.609 -2.382
H -1.408 1.731 -2.216
H -0.037 0.473 -1.906
H -0.963 1.458 0.103
H 1.133 0.904 0.607
H 2.378 3.665 1.946
H 0.339 2.734 2.805
H 3.126 1.725 -0.470
H 2.626 3.470 -0.477
H 2.345 1.308 -2.537
H 2.640 2.922 -2.692
C 2.959 -4.406 1.613
C 1.891 -3.899 2.346
C 1.848 -2.548 2.671
C 2.882 -1.713 2.252
C 3.958 -2.215 1.523
C 3.993 -3.568 1.206
N 2.828 -0.286 2.570
O 1.879 0.115 3.225
O 3.733 0.428 2.158
H 2.986 -5.460 1.356
H 1.089 -4.557 2.662
H 1.011 -2.165 3.243
H 4.767 -1.572 1.198
H 4.825 -3.969 0.637
C -5.899 -1.603 -0.928
C -5.395 -2.658 -0.174
C -4.264 -2.474 0.612
C -3.647 -1.225 0.638
C -4.142 -0.167 -0.120
C -5.272 -0.361 -0.905
N -2.470 -1.021 1.484
O -2.053 -1.972 2.119
O -1.970 0.098 1.509
H -6.786 -1.748 -1.536
H -5.887 -3.624 -0.196
H -3.881 -3.304 1.195
H -3.664 0.807 -0.108
H -5.668 0.457 -1.497
```

Properties
total charge = +1
LUMO = -0.1219 Eh


(3)
DFT (ωB97M-V/def2-TZVPD) results for a molecular structure, C26H53BBr2CaF4GeN6OS in a non-equilibrium geometry.

```
96
C26H53BBr2CaF4GeN6OS ωB97M-V/def2-TZVPD
Ca 0.418 -1.156 -1.570
N 1.150 -0.497 0.753
C 2.550 -0.895 0.955
C 2.982 -2.202 0.183
N 3.037 -2.017 -1.272
C 3.872 -0.855 -1.707
C 3.349 -0.164 -2.977
N 1.961 0.286 -2.811
C 3.274 -3.285 -1.996
C 2.007 -4.233 -2.120
N 0.824 -3.579 -2.710
H 0.855 0.395 1.118
H 0.503 -1.129 1.246
H 2.784 -1.126 1.978
H 3.242 -0.090 0.682
H 2.091 -2.892 0.284
H 3.856 -2.663 0.698
H 4.890 -1.226 -1.952
H 3.869 -0.127 -0.870
H 3.525 -0.816 -3.814
H 3.950 0.722 -3.219
H 1.416 0.322 -3.665
H 1.940 1.270 -2.457
H 4.042 -3.910 -1.473
H 3.687 -3.052 -2.966
H 1.841 -4.675 -1.152
H 2.297 -5.086 -2.737
H -0.038 -3.997 -2.301
H 0.718 -3.875 -3.661
Br -1.244 -0.886 -4.207
C -3.197 -1.476 -3.807
Br -3.269 -3.436 -3.492
H -3.719 -1.186 -4.727
H -3.421 -0.939 -2.893
C 5.578 4.783 -1.578
C 5.157 5.621 -0.360
C 4.031 4.950 0.476
N 2.772 5.531 0.093
C 1.966 4.929 -0.795
S 2.101 3.319 -1.315
N 0.863 5.662 -1.187
C 0.825 7.057 -1.507
O 0.451 7.370 -2.627
C 1.286 8.058 -0.540
C 0.913 8.186 0.844
C 1.407 9.245 1.573
C 2.151 10.303 0.969
C 2.407 10.244 -0.378
C 1.954 9.126 -1.129
H 6.041 5.500 -2.282
H 4.735 4.339 -2.104
H 6.288 3.957 -1.423
H 4.851 6.582 -0.782
H 5.997 5.707 0.275
H 4.161 5.146 1.578
H 3.991 3.866 0.228
H 2.474 6.415 0.479
H 0.317 5.084 -1.803
H 0.490 7.314 1.320
H 1.134 9.299 2.613
H 2.526 11.042 1.685
H 3.159 10.926 -0.817
H 2.165 9.104 -2.214
F -1.356 -2.454 -0.854
B -2.277 -1.629 -0.134
F -1.468 -0.471 0.044
F -3.452 -1.529 -0.814
F -2.542 -2.293 1.162
C -6.866 -5.292 -1.460
C -7.057 -5.260 0.043
C -5.685 -5.403 0.707
C -4.655 -4.276 0.489
Ge -4.041 -3.341 2.041
C -3.125 -4.442 3.397
C -3.907 -4.333 4.731
C -3.290 -4.839 6.022
C -1.828 -4.558 6.332
H -7.775 -5.111 -2.053
H -6.476 -6.245 -1.755
H -6.155 -4.491 -1.707
H -7.684 -6.109 0.369
H -7.586 -4.381 0.364
H -5.332 -6.408 0.388
H -5.836 -5.542 1.785
H -5.222 -3.561 -0.126
H -3.846 -4.545 -0.202
H -4.973 -2.199 2.568
H -2.074 -3.976 3.407
H -3.052 -5.495 3.134
H -4.910 -4.753 4.553
H -4.070 -3.253 4.833
H -3.348 -5.923 6.047
H -3.990 -4.550 6.828
H -1.237 -5.390 5.920
H -1.716 -4.482 7.414
H -1.403 -3.655 5.897
```

Properties
total charge = +2
LUMO = -0.1833 Eh


(4)
DFT (ωB97M-V/def2-TZVPD) results for a molecular structure, C25H30O3P2Rh in a non-equilibrium geometry.

```
61
C25H30O3P2Rh ωB97M-V/def2-TZVPD
Rh 0.717 0.403 0.151
C -0.768 -6.034 0.861
O -2.107 -5.542 0.881
C -2.314 -4.207 0.880
C -3.515 -3.694 1.103
C -2.887 -1.374 2.009
C -1.408 -1.038 1.701
C -3.040 0.662 -0.091
C -4.274 1.245 -0.641
O -2.391 1.176 0.855
C -0.694 -2.060 0.845
O 0.420 -1.736 0.372
C -1.241 -3.303 0.418
H -0.833 -7.085 1.125
H -0.145 -5.516 1.594
H -0.326 -5.947 -0.133
H -4.389 -4.287 1.325
H -3.433 -0.436 2.103
H -4.785 0.543 -1.295
H -4.003 2.134 -1.220
H -4.927 1.570 0.169
H -0.546 -3.756 -0.285
C 4.225 0.252 0.599
P 2.853 0.400 -0.594
C 3.283 -0.870 -1.827
C 3.191 1.986 -1.430
C 4.315 2.237 -2.212
C 4.481 3.474 -2.813
C 3.531 4.471 -2.626
C 2.416 4.231 -1.840
C 2.237 2.986 -1.242
P 0.828 2.553 -0.156
C 1.153 3.586 1.314
C -0.582 3.442 -0.901
H 5.195 0.354 0.112
H 4.169 -0.723 1.084
H 4.124 1.021 1.363
H 4.328 -0.812 -2.133
H 2.642 -0.758 -2.700
H 3.098 -1.851 -1.387
H 5.061 1.465 -2.361
H 5.350 3.664 -3.428
H 3.663 5.436 -3.097
H 1.688 5.021 -1.698
H 1.327 4.627 1.039
H 2.029 3.200 1.834
H 0.300 3.528 1.992
H -0.386 4.509 -1.004
H -1.447 3.316 -0.250
H -0.803 3.022 -1.884
C -3.527 -2.221 0.902
C -2.649 -1.930 -0.317
C -2.168 -0.481 -0.483
C -1.223 0.080 0.679
C -1.175 -1.229 3.195
C -2.390 -1.744 3.399
H -4.561 -1.885 0.758
H -2.737 -2.548 -1.202
H -1.760 -0.297 -1.481
H -0.303 -1.069 3.811
H -2.888 -2.158 4.263
```

Properties
total charge = +1
LUMO = -0.1296 Eh


(5)
DFT (ωB97M-V/def2-TZVPD) results for a molecular structure, C38H46FKN3OSi.

```
91
C38H46FKN3OSi ωB97M-V/def2-TZVPD
K 1.085 0.314 0.745
C -4.606 -0.188 0.094
C -3.564 -1.253 -0.124
C -2.928 -1.367 -1.367
C -3.267 -0.394 -2.468
C -1.974 -2.365 -1.580
C -1.248 -2.458 -2.897
C -1.669 -3.275 -0.560
C -0.585 -4.295 -0.795
C -2.327 -3.180 0.669
C -2.102 -4.207 1.755
C -3.225 -2.132 0.908
C -3.804 -1.924 2.283
H -4.153 0.777 0.339
H -5.277 -0.442 0.913
H -5.213 -0.046 -0.801
H -2.404 -0.184 -3.100
H -3.586 0.565 -2.069
H -4.057 -0.784 -3.122
H -0.343 -1.841 -2.890
H -1.865 -2.129 -3.732
H -0.928 -3.477 -3.111
H 0.283 -3.818 -1.252
H -0.910 -5.101 -1.463
H -0.234 -4.748 0.128
H -1.334 -3.908 2.474
H -1.804 -5.168 1.340
H -3.017 -4.370 2.324
H -4.776 -2.418 2.406
H -3.932 -0.866 2.500
H -3.142 -2.304 3.059
N -1.666 1.760 -0.633
C -2.229 2.962 -0.253
C -2.400 3.977 -1.204
C -3.003 5.180 -0.882
C -3.457 5.402 0.410
C -3.289 4.397 1.353
C -2.699 3.168 1.065
C -2.535 2.144 2.151
C -3.510 2.103 3.156
C -3.347 1.281 4.260
C -2.207 0.493 4.350
C -1.279 0.513 3.311
C -1.391 1.318 2.168
H -1.314 1.246 0.190
H -1.035 1.823 -1.418
H -2.038 3.799 -2.211
H -3.105 5.946 -1.642
H -3.911 6.345 0.688
H -3.601 4.570 2.376
H -4.406 2.713 3.076
H -4.103 1.250 5.040
H -2.053 -0.154 5.210
H -0.418 -0.150 3.426
C 4.305 -2.626 1.698
Si 2.760 -2.974 0.667
C 1.358 -2.922 1.926
C 2.960 -4.753 0.044
N 2.380 -1.870 -0.540
C 3.123 -1.322 -1.499
C 4.479 -1.604 -1.807
C 5.181 -0.962 -2.817
C 4.589 0.007 -3.610
C 3.249 0.319 -3.360
C 2.576 -0.333 -2.368
F 1.262 0.009 -2.138
H 4.345 -3.373 2.501
H 4.254 -1.640 2.164
H 5.242 -2.682 1.143
H 1.303 -3.816 2.552
H 0.400 -2.793 1.420
H 1.479 -2.073 2.606
H 2.821 -5.481 0.850
H 3.975 -4.877 -0.343
H 2.265 -4.990 -0.759
H 4.991 -2.351 -1.211
H 6.222 -1.231 -2.969
H 5.139 0.525 -4.384
H 2.717 1.079 -3.920
O 2.840 1.864 0.479
N 3.467 2.210 1.614
C 2.990 3.229 2.404
C 3.634 3.578 3.552
C 4.827 2.925 3.966
C 5.319 1.930 3.088
C 4.663 1.594 1.941
H 2.073 3.673 2.047
H 3.188 4.372 4.140
H 5.330 3.179 4.887
H 6.240 1.394 3.292
H 4.984 0.858 1.220
```

Properties
multiplicity = 2
total charge = -2
LUMO (alpha / beta) = 0.1546 / 0.1543 Eh


(6)
DFT (ωB97M-V/def2-TZVPD) results for 4 unconnected molecules or ions with the total composition C5H11NOS in a non-equilibrium geometry.

```
19
C5H11NOS ωB97M-V/def2-TZVPD
C 1.167 -2.638 -0.013
C -0.404 -2.480 -0.137
C -0.633 -1.120 -1.020
C -0.600 -0.101 0.039
C 0.763 0.955 -1.503
H 1.493 -1.958 0.710
H 1.312 -3.791 0.245
H 1.798 -2.103 -0.756
H -0.982 -3.493 -0.637
H -0.748 -2.432 0.959
H -1.639 -1.340 -1.332
H 0.197 -1.236 -1.921
H 0.844 2.296 -2.365
H 2.134 0.413 -1.169
H -0.340 -0.040 -2.281
H -0.539 2.085 1.783
N 0.161 1.054 -0.074
O -1.593 -0.205 0.884
S 0.396 2.386 1.001
```

Properties
LUMO = -0.0006 Eh


(7)
DFT (ωB97M-V/def2-TZVPD) results for 5 unconnected molecules or ions with the total composition CH12O5.

```
18
CH12O5 ωB97M-V/def2-TZVPD
C 2.218 0.855 -1.406
O 2.626 1.952 -0.582
H 1.737 1.239 -2.305
H 1.575 0.232 -0.793
H 3.082 0.283 -1.753
H 3.558 2.156 -0.693
H -2.509 -4.525 -0.100
H -3.479 -4.695 1.106
O -2.831 -4.103 0.701
H -1.327 2.111 -1.873
H -1.520 1.204 -0.677
O -1.193 1.200 -1.588
H 1.852 2.609 1.590
H 1.244 1.278 1.480
O 1.553 1.888 2.159
H -1.090 -1.816 0.977
H -2.495 -2.011 0.494
O -1.859 -1.306 0.681
```

Properties
SMILES = CO.O.O.O.O
LUMO = 0.0184 Eh


(8)
DFT (ωB97M-V/def2-TZVPD) results for a molecular structure, C12H30KO6 in a non-equilibrium geometry.

```
49
C12H30KO6 ωB97M-V/def2-TZVPD
K -3.569 -7.409 3.957
C -5.971 -6.706 6.230
O -5.554 -7.162 4.864
C -6.543 -7.747 4.076
C -6.056 -8.235 2.675
O -4.820 -9.045 2.682
C -4.911 -10.475 2.972
H -5.122 -6.409 6.846
H -6.452 -7.566 6.697
H -6.630 -5.840 6.164
H -7.337 -7.009 3.967
H -7.007 -8.615 4.544
H -5.760 -7.306 2.189
H -6.830 -8.823 2.182
H -5.832 -10.725 3.498
H -3.990 -10.800 3.457
H -5.058 -11.026 2.043
C -2.189 -9.598 2.506
O -1.900 -8.536 3.349
C -0.833 -7.598 2.894
C -0.540 -6.472 3.813
O -1.789 -5.880 4.022
C -1.691 -4.597 4.587
H -3.278 -9.638 2.503
H -1.677 -10.510 2.813
H -1.973 -9.370 1.462
H -1.161 -7.274 1.906
H 0.062 -8.197 2.724
H 0.218 -5.860 3.325
H -0.251 -6.707 4.838
H -1.060 -3.950 3.978
H -1.236 -4.544 5.576
H -2.658 -4.120 4.422
C -5.050 -9.642 5.516
O -3.782 -9.480 4.831
C -2.500 -9.624 5.626
C -2.353 -8.410 6.634
O -2.716 -7.203 6.015
C -2.716 -6.170 6.957
H -5.913 -9.506 4.863
H -5.192 -8.958 6.352
H -5.143 -10.687 5.812
H -1.661 -9.603 4.931
H -2.561 -10.630 6.042
H -1.328 -8.400 7.004
H -2.972 -8.582 7.514
H -1.663 -5.919 7.087
H -3.283 -6.511 7.823
H -3.141 -5.230 6.608
```

Properties
total charge = +1
LUMO = -0.0804 Eh


(9)
DFT (ωB97M-V/def2-TZVPD) results for 2 unconnected molecules or ions with the total composition C4H11N2O2 in a non-equilibrium geometry.

```
19
C4H11N2O2 ωB97M-V/def2-TZVPD
C -1.736 0.410 -0.810
N -0.590 -0.408 -1.201
C 0.583 0.322 -1.666
N 0.404 1.005 -2.979
H -2.341 -0.083 -0.099
H -1.421 1.377 -0.337
H -2.295 0.731 -1.720
H -0.242 -0.854 -0.347
H 1.360 -0.423 -1.904
H 0.899 1.082 -0.930
H 0.051 0.290 -3.616
H -0.346 1.680 -2.947
O 0.504 0.418 1.284
C 0.633 -0.748 1.779
O 0.417 -1.873 1.211
C 0.993 -0.736 3.298
H 0.925 -1.772 3.692
H 1.967 -0.310 3.440
H 0.236 -0.108 3.852
```

Properties
total charge = -1
LUMO = 0.1512 Eh


(10)
DFT (ωB97M-V/def2-TZVPD) results for a molecular structure, C5H7N2 in a non-equilibrium geometry.

```
14
C5H7N2 ωB97M-V/def2-TZVPD
C 1.158 0.992 -0.015
C -0.180 -0.413 -0.256
C 0.386 0.619 -1.035
C -0.020 1.192 -2.349
C -0.187 -1.174 2.282
N 1.089 0.675 1.188
N 0.231 -0.348 1.166
H -0.943 -1.070 -0.599
H -1.099 1.027 -2.529
H 0.329 0.509 -3.081
H 0.194 2.226 -2.444
H 0.493 -1.126 3.169
H -1.249 -0.929 2.538
H -0.202 -2.180 1.964
```

Properties
total charge = +1
LUMO = -0.2790 Eh


(11)
DFT (ωB97M-V/def2-TZVPD) results for a single C3H4N4 molecule in a non-equilibrium geometry.

```
11
C3H4N4 ωB97M-V/def2-TZVPD
C 1.923 0.753 0.828
C -0.551 -0.824 -0.997
C -1.842 -0.641 -0.599
H 2.994 0.895 1.106
H 1.214 1.314 1.368
H -0.051 -1.488 -1.675
H -2.805 -1.039 -0.819
N 1.547 0.039 -0.125
N 0.132 0.012 -0.173
N -1.875 0.315 0.433
N -0.686 0.664 0.653
```

Properties
SMILES = C=Nn1ccnn1
LUMO = 0.0194 Eh


(12)
DFT (ωB97M-V/def2-TZVPD) results for a molecular structure, C4H11ClF5MnOTeTi in a non-equilibrium geometry.

```
25
C4H11ClF5MnOTeTi ωB97M-V/def2-TZVPD
Mn -1.194 -1.893 -0.986
Cl -3.178 -2.692 -0.350
C 0.182 -3.257 -0.704
C -1.001 -1.511 -2.889
H 0.419 -3.661 -1.700
H 1.019 -2.750 -0.203
H -0.351 -3.975 -0.058
H -0.639 -2.457 -3.314
H -0.286 -0.679 -2.968
H -2.031 -1.244 -3.171
Ti -0.468 1.432 0.482
C 0.533 2.793 -0.686
C 0.311 -0.480 0.616
H 1.244 2.242 -1.318
H -0.198 3.308 -1.328
H 1.073 3.523 -0.069
H 1.295 -0.546 0.106
H 0.331 -1.068 1.544
F 1.460 1.619 1.705
Te 0.576 2.122 3.414
F 0.350 0.174 3.591
F -1.946 1.155 -0.542
F 2.427 1.871 4.018
F 1.048 3.899 2.716
O -0.976 2.076 2.093
```

Properties
multiplicity = 6
total charge = -1
LUMO (alpha / beta) = 0.0766 / 0.0474 Eh